Entry from the OMol25 dataset: C19H29CrN5O8S as an isolated structure at a distorted geometry (the ωB97M-V functional and the def2-TZVPD basis).

The geometry in ORCA input format:
```
! RIJCOSX wB97M-V def2-TZVPD def2/J DEFGRID3
* xyz 1 2
Cr -0.0419 -0.9685 0.6549
O 1.5080 -2.5445 0.7135
C 1.8639 -2.7539 2.1004
C 0.5819 -2.8136 2.8846
N -0.1918 -1.5643 2.6859
C 0.3604 -0.4855 3.5406
C 1.2073 0.4790 2.7159
O 1.9107 1.3086 3.2203
O 1.1062 0.3032 1.3973
C -1.6274 -1.8900 2.8448
C -2.0820 -2.6142 1.5721
O -3.0177 -3.3589 1.5572
O -1.3217 -2.3302 0.5070
H 1.0722 -3.3497 0.3986
H 2.4490 -3.6666 2.2069
H 2.4837 -1.9026 2.3784
H -0.0143 -3.6534 2.5222
H 0.7707 -2.9790 3.9480
H -0.4397 0.0903 3.9900
H 0.9823 -0.8965 4.3371
H -1.8149 -2.5196 3.7162
H -2.1927 -0.9697 2.9521
N 1.6133 1.9515 -1.2412
C 2.0297 1.6498 -2.6525
C 1.0833 0.6375 -3.2972
C 1.2101 -0.8097 -2.8160
N 0.3761 -1.1375 -1.6025
C 2.6814 -1.2342 -2.7258
C 3.6553 -0.2432 -2.0913
N 3.4410 -0.1768 -0.6439
C 3.4765 1.1572 -2.6906
H 0.5862 2.0507 -1.1816
H 2.0358 2.8127 -0.8977
H 1.9598 1.1838 -0.6193
H 1.9441 2.5899 -3.1969
H 1.3380 0.6365 -4.3594
H 0.0508 0.9765 -3.2276
H 0.7773 -1.4232 -3.6105
H 0.4182 -2.1543 -1.5430
H -0.5963 -0.9792 -1.8896
H 3.0161 -1.3908 -3.7542
H 2.7649 -2.2070 -2.2315
H 4.6677 -0.5875 -2.3276
H 4.2155 0.2836 -0.1765
H 3.3454 -1.1019 -0.2432
H 3.7794 1.1329 -3.7395
H 4.1422 1.8688 -2.1940
O -1.7801 1.2299 2.5875
C -2.1186 1.2030 1.4243
N -1.4758 0.4762 0.4325
S -2.0131 0.9623 -1.0413
O -2.3266 -0.1630 -1.8811
O -1.0613 1.9100 -1.6021
C -3.4080 1.8527 -0.4798
C -4.4350 2.4316 -1.1944
C -5.3721 3.1508 -0.4616
C -5.2567 3.2868 0.9196
C -4.2066 2.6986 1.6140
C -3.2843 1.9692 0.8883
H -4.5143 2.3270 -2.2675
H -6.2045 3.6126 -0.9749
H -6.0016 3.8563 1.4587
H -4.1054 2.7898 2.6868
*
```

For the HOMO-LUMO gap (spin up / spin down), the calculation gives 0.3150 / 0.3335 Eh. For the HOMO energy (spin up / spin down), the calculation gives -12.190 / -12.102 eV. The LUMO energy (spin up / spin down) comes out at -3.6 / -3.0 eV.

Here is what Löwdin gives for the atomic charges, in e:
1 Cr 0.88
2 O -0.12
3 C -0.14
4 C -0.13
5 N -0.19
6 C -0.05
7 C -0.56
8 O 0.13
9 O -0.16
10 C -0.05
11 C -0.56
12 O 0.14
13 O -0.15
14 H 0.12
15 H 0.14
16 H 0.13
17 H 0.14
18 H 0.15
19 H 0.13
20 H 0.14
21 H 0.15
22 H 0.12
23 N 0.22
24 C -0.26
25 C -0.09
26 C -0.30
27 N 0.05
28 C -0.10
29 C -0.36
30 N 0.06
31 C -0.10
32 H 0.09
33 H 0.17
34 H 0.11
35 H 0.16
36 H 0.14
37 H 0.10
38 H 0.15
39 H 0.09
40 H 0.05
41 H 0.13
42 H 0.12
43 H 0.14
44 H 0.11
45 H 0.07
46 H 0.13
47 H 0.13
48 O 0.09
49 C -0.46
50 N -0.13
51 S 0.72
52 O -0.27
53 O -0.32
54 C -0.22
55 C -0.01
56 C -0.04
57 C -0.04
58 C 0.02
59 C -0.13
60 H 0.13
61 H 0.12
62 H 0.12
63 H 0.13



Entry from the OMol25 dataset: a 15-piece molecular cluster, C45H105N15O15 overall at a distorted geometry (the ωB97M-V functional and the def2-TZVPD basis).

The geometry in ORCA input format:
```
! RIJCOSX wB97M-V def2-TZVPD def2/J DEFGRID3
* xyz 0 1
C -0.6964 5.9552 -1.3855
O -1.7476 5.5942 -0.8800
N -0.5373 7.0328 -2.1210
C 0.7870 7.5618 -2.5767
C -1.6760 7.7400 -2.7293
H 0.3087 5.5460 -1.1997
H 0.6534 8.6297 -2.4039
H 0.8283 7.5600 -3.6659
H 1.6813 7.1309 -2.1265
H -1.8309 8.6775 -2.1952
H -1.4393 7.9525 -3.7718
H -2.5791 7.1383 -2.6265
C 8.7992 -0.3531 -4.4380
O 9.9526 -0.7745 -4.5694
N 8.0195 0.0833 -5.4217
C 6.5551 0.3866 -5.2964
C 8.5071 0.0805 -6.8146
H 8.2119 -0.3090 -3.5078
H 6.4796 1.4699 -5.3908
H 6.1837 0.0484 -4.3291
H 5.9145 -0.0407 -6.0679
H 8.5361 1.0544 -7.3033
H 9.5115 -0.3425 -6.8359
H 7.9040 -0.6307 -7.3790
C -4.4196 3.7525 -0.4219
O -5.0270 3.1562 -1.3385
N -3.8821 3.1693 0.6966
C -3.2080 4.0560 1.7496
C -4.1258 1.7812 1.1409
H -4.2873 4.8456 -0.4218
H -2.7246 4.8832 1.2297
H -2.3904 3.5708 2.2828
H -3.8428 4.3784 2.5749
H -3.1247 1.3627 1.2445
H -4.5909 1.6924 2.1226
H -4.7067 1.1886 0.4342
C -0.2573 -0.3283 4.8854
O 0.5145 -0.0179 3.9545
N -1.5791 -0.4134 4.8107
C -2.2675 -0.6096 6.0782
C -2.3514 0.2281 3.7109
H 0.0727 -0.5608 5.9097
H -3.2987 -0.9002 5.8771
H -2.2727 0.3322 6.6269
H -1.9075 -1.4330 6.6951
H -2.8595 1.1285 4.0561
H -1.6548 0.5158 2.9235
H -2.9862 -0.4197 3.1064
C 1.3089 -5.3263 -2.5895
O 1.3578 -6.4888 -2.1876
N 0.7095 -4.3464 -1.8608
C 0.5194 -3.0701 -2.6342
C 0.0385 -4.5030 -0.5833
H 1.8020 -4.8830 -3.4684
H 1.0676 -3.0155 -3.5747
H 0.6945 -2.1497 -2.0772
H -0.5432 -3.1800 -2.8509
H -0.9393 -4.9694 -0.7035
H 0.7324 -5.0790 0.0290
H -0.0216 -3.6087 0.0369
C -4.0726 -2.5880 1.8467
O -3.5234 -2.3319 0.8292
N -5.1066 -1.9139 2.3100
C -5.8942 -1.0239 1.4736
C -5.4765 -1.9128 3.7223
H -3.6431 -3.2242 2.6360
H -5.7537 -1.1851 0.4048
H -5.5345 -0.0486 1.8016
H -6.9352 -1.2548 1.6995
H -4.6464 -2.3508 4.2765
H -5.6794 -0.9635 4.2181
H -6.3669 -2.5109 3.9159
C 2.9139 -1.6226 -4.5368
O 3.5104 -2.7074 -4.5054
N 1.8700 -1.2424 -5.4079
C 1.3974 -2.1990 -6.4008
C 1.1330 0.0545 -5.2758
H 3.1530 -0.8433 -3.7967
H 0.3617 -2.5377 -6.3737
H 1.9218 -3.1528 -6.3410
H 1.5554 -1.8631 -7.4256
H 1.0329 0.3552 -4.2329
H 1.6788 0.8744 -5.7426
H 0.1301 0.1695 -5.6869
C 2.3241 -3.0529 2.7347
O 2.0156 -3.9555 1.9098
N 3.5627 -2.5548 2.7846
C 3.9522 -1.6867 3.8942
C 4.5588 -2.8931 1.8048
H 1.6630 -2.6567 3.5210
H 4.6463 -2.2441 4.5232
H 3.1608 -1.2350 4.4923
H 4.4411 -0.8001 3.4904
H 5.2859 -2.0890 1.6923
H 5.1335 -3.7622 2.1248
H 4.1207 -3.0581 0.8204
C 1.6793 3.2394 4.0120
O 1.7750 4.0447 4.9291
N 1.1274 3.5351 2.8508
C 0.4942 4.8203 2.5541
C 0.6555 2.4758 1.9056
H 1.9686 2.1861 4.1502
H -0.5954 4.8273 2.5278
H 0.7202 5.2252 1.5676
H 0.8189 5.5766 3.2687
H 0.8410 2.8833 0.9118
H 1.2518 1.5701 2.0167
H -0.3949 2.3630 2.1741
C -0.9404 3.6876 -5.3072
O -0.2323 3.3207 -6.1933
N -2.2169 3.2311 -5.1031
C -2.9515 3.7084 -3.9501
C -2.7252 1.9759 -5.7564
H -0.6839 4.5418 -4.6616
H -4.0288 3.5932 -4.0699
H -2.7029 4.7216 -3.6341
H -2.6601 3.0744 -3.1128
H -3.7411 2.2496 -6.0412
H -2.1617 1.7940 -6.6715
H -2.6285 1.2431 -4.9553
C 0.4530 -4.9967 8.1334
O 0.2248 -5.9792 8.8567
N 1.6389 -4.6809 7.5705
C 1.7135 -3.5037 6.6424
C 2.9265 -5.3382 7.9028
H -0.2749 -4.2151 7.8658
H 2.1746 -3.9149 5.7445
H 2.4683 -2.8574 7.0905
H 0.8305 -2.9599 6.3066
H 2.5600 -6.2198 8.4286
H 3.4299 -5.7262 7.0173
H 3.5346 -4.7380 8.5797
C 1.8806 -0.5163 -0.3311
O 2.6068 -0.0136 -1.1738
N 0.6122 -0.1524 -0.0822
C -0.1631 -0.7869 0.9651
C -0.1021 0.7639 -1.0103
H 2.1711 -1.2700 0.4172
H -0.4254 -1.8158 0.7191
H -1.1543 -0.3657 1.1331
H 0.3570 -0.9400 1.9107
H -0.5205 1.6312 -0.4997
H 0.5422 1.1200 -1.8141
H -0.9486 0.2478 -1.4633
C -2.4818 -4.7237 5.2645
O -2.1806 -4.0876 6.2127
N -1.8191 -4.7652 4.0607
C -0.9827 -3.7227 3.7308
C -2.1497 -5.7689 3.0552
H -3.3486 -5.4023 5.2521
H -0.6952 -3.0180 4.5111
H -1.5084 -3.0735 3.0306
H -0.1486 -4.0787 3.1261
H -2.3338 -5.2529 2.1129
H -1.3516 -6.4878 2.8702
H -3.0684 -6.2898 3.3248
C 2.6759 3.5259 -2.7728
O 1.5934 4.1539 -2.7975
N 3.4531 3.3021 -1.6286
C 4.6249 2.4376 -1.6029
C 3.1958 3.9040 -0.3556
H 3.1143 3.0564 -3.6669
H 5.4956 3.0929 -1.6239
H 4.8260 1.7673 -2.4387
H 4.6488 1.7887 -0.7274
H 4.0801 4.5047 -0.1426
H 2.3905 4.6385 -0.3525
H 3.0388 3.2396 0.4941
C -6.0213 -2.1405 -3.2012
O -6.9066 -2.2554 -2.3375
N -5.0959 -1.1728 -3.2608
C -4.4067 -0.9262 -4.5444
C -4.9306 -0.0890 -2.2956
H -6.0465 -2.7837 -4.0944
H -4.5155 -1.7083 -5.2958
H -3.3219 -0.8242 -4.5719
H -4.8033 -0.0037 -4.9685
H -3.9238 0.0311 -1.8955
H -5.3414 0.7454 -2.8640
H -5.7254 -0.1928 -1.5570
*
```

For the HOMO-LUMO gap, the calculation gives 0.3250 Eh. For the HOMO energy, the calculation gives -8.761 eV. The LUMO energy comes out at 0.1 eV.

These are the Löwdin partial charges, in e, on atoms 1 to 99:
1 C -0.37
2 O -0.01
3 N -0.17
4 C -0.02
5 C -0.03
6 H 0.10
7 H 0.08
8 H 0.08
9 H 0.09
10 H 0.09
11 H 0.09
12 H 0.08
13 C -0.36
14 O -0.01
15 N -0.18
16 C -0.04
17 C -0.04
18 H 0.13
19 H 0.08
20 H 0.07
21 H 0.08
22 H 0.09
23 H 0.08
24 H 0.09
25 C -0.30
26 O -0.03
27 N -0.13
28 C -0.03
29 C -0.05
30 H 0.13
31 H 0.06
32 H 0.05
33 H 0.08
34 H 0.07
35 H 0.08
36 H 0.06
37 C -0.32
38 O -0.04
39 N -0.15
40 C -0.05
41 C -0.02
42 H 0.14
43 H 0.08
44 H 0.10
45 H 0.08
46 H 0.10
47 H 0.04
48 H 0.07
49 C -0.33
50 O 0.00
51 N -0.17
52 C -0.02
53 C -0.05
54 H 0.13
55 H 0.05
56 H 0.07
57 H 0.09
58 H 0.09
59 H 0.08
60 H 0.05
61 C -0.41
62 O 0.04
63 N -0.18
64 C -0.01
65 C -0.05
66 H 0.12
67 H 0.08
68 H 0.06
69 H 0.10
70 H 0.07
71 H 0.09
72 H 0.09
73 C -0.31
74 O -0.01
75 N -0.16
76 C -0.08
77 C -0.04
78 H 0.12
79 H 0.08
80 H 0.08
81 H 0.08
82 H 0.07
83 H 0.08
84 H 0.08
85 C -0.33
86 O -0.03
87 N -0.19
88 C -0.04
89 C -0.04
90 H 0.11
91 H 0.09
92 H 0.08
93 H 0.09
94 H 0.09
95 H 0.10
96 H 0.09
97 C -0.36
98 O 0.00
99 N -0.16